w.
The following is a DFT calculation (ωB97M-V/def2-TZVPD) of one molecule with the formula C5H7NO4.

Summary:
- HOMO: -8.586 eV
- Kohn-Sham gap: 8.553 eV

Last column: natural (NBO) charge in e.
Cartesian coordinates (Å):
C: -0.76334 0.45780 -1.77526  -0.43
N: -0.69820 -0.37501 -0.58291  -0.11
C: 0.43334 -1.81925 -0.53487  0.34
C: 1.30405 0.81763 0.55223  0.75
C: 0.06528 0.00079 0.72205  0.00
C: -0.55085 -0.01830 1.91151  -0.30
O: -1.97465 -0.88445 -0.28823  -0.56
O: 2.05316 0.79399 1.66676  -0.67
O: 1.36716 -1.76057 -1.23135  -0.57
O: 1.62406 1.45516 -0.42129  -0.58
H: -1.82609 -1.83837 -0.15233  0.48
H: 2.85798 1.31365 1.50758  0.51
H: 0.24046 0.80969 -2.00356  0.26
H: -1.42769 1.30727 -1.60534  0.20
H: -1.13536 -0.16271 -2.59262  0.22
H: -0.07775 0.42384 2.77087  0.23
H: -1.49155 -0.52115 2.05677  0.23


x.
The following is a DFT calculation (ωB97M-V/def2-TZVPD) of a 2-piece molecular cluster, C5H7NO4 overall.

Summary:
- HOMO: -10.381 eV
- Structure (SMILES): O=C1CN2C(=O)OC[C@@H]12.O
- Kohn-Sham gap: 10.493 eV

Last column: natural (NBO) charge in e.
Cartesian coordinates (Å):
O: -2.37086 2.80873 -1.38395  -0.48
C: -1.49138 2.01937 -1.22153  0.59
C: -0.83382 0.93120 -2.07777  -0.33
N: 0.16314 0.75290 -0.98201  -0.45
C: 1.47606 1.25242 -1.18511  0.89
O: 2.25143 0.90829 -2.03693  -0.57
O: 1.70803 2.27528 -0.35300  -0.48
C: 0.55403 2.64085 0.41692  -0.08
C: -0.53775 1.67884 -0.06477  -0.20
H: -1.46765 0.04725 -2.22532  0.23
H: -0.40580 1.25535 -3.03585  0.24
H: 0.31872 3.69569 0.22287  0.21
H: 0.78371 2.49629 1.47884  0.20
H: -1.05849 1.17171 0.75930  0.22
O: 1.33627 -1.42514 0.76247  -0.93
H: 0.38027 -1.54664 0.53824  0.47
H: 1.32725 -0.89916 1.56953  0.46


Most stable: x (next structure +66.9 kcal/mol)


w.
The following is a DFT calculation (ωB97M-V/def2-TZVPD) of one molecule with the formula C2H5N3OS.

Summary:
- HOMO: -8.564 eV
- Structure (SMILES): N/N=C/O/C=N/S
- Kohn-Sham gap: 9.429 eV

Last column: natural (NBO) charge in e.
Cartesian coordinates (Å):
N: -2.90368 -0.60328 -0.10089  -0.64
N: -2.02667 0.42923 0.15702  -0.25
C: -0.81982 0.24574 -0.17296  0.29
O: 0.02503 1.32032 -0.04632  -0.46
C: 1.34973 1.08059 -0.00901  0.39
N: 1.84966 -0.08733 0.00422  -0.64
S: 3.55095 -0.17873 -0.00493  0.17
H: -3.67122 -0.52652 0.55652  0.36
H: -2.46874 -1.52868 -0.02343  0.34
H: -0.37570 -0.65441 -0.57925  0.17
H: 1.89003 1.99234 -0.02289  0.16
H: 3.60040 -1.48928 0.24192  0.12


x.
The following is a DFT calculation (ωB97M-V/def2-TZVPD) of one molecule with the formula C2H5N3OS.

Summary:
- HOMO: -8.411 eV
- Structure (SMILES): NC(=O)NC(N)=S
- Kohn-Sham gap: 8.859 eV

Last column: natural (NBO) charge in e.
Cartesian coordinates (Å):
N: 0.54085 -1.38818 1.75904  -0.84
C: 0.70364 -0.18595 1.10189  0.79
O: 1.40236 0.71704 1.48851  -0.57
N: -0.15663 -0.09927 -0.00772  -0.68
C: -0.04240 0.78009 -1.05351  0.26
N: -1.23375 0.86891 -1.73646  -0.80
S: 1.37547 1.41869 -1.60685  -0.13
H: 0.41529 -2.21442 1.20311  0.38
H: 1.24797 -1.54489 2.46014  0.40
H: -0.92633 -0.77651 0.07422  0.41
H: -1.24980 1.42896 -2.54206  0.40
H: -2.07666 0.99554 -1.14031  0.38


Most stable: x (next structure +71.6 kcal/mol)